ORCA calculation (ωB97M-V with the def2-TZVPD basis set) on C13H18IrN2 as an isolated structure.

Element x y z (Å)
Ir (-1.325, 0.472, -0.648)
C (7.810, 0.216, -1.071)
C (1.999, -0.603, -0.272)
C (2.568, -1.845, 0.552)
C (1.232, 0.314, 0.297)
C (0.341, 0.028, 1.431)
C (-0.743, 0.830, 1.718)
C (-1.119, 2.016, 1.060)
C (-2.391, 2.788, 1.285)
C (-0.158, 2.506, 0.077)
C (0.858, 1.542, -0.405)
H (7.241, -0.020, -1.740)
H (7.958, -0.481, -0.339)
H (8.201, 1.140, -1.068)
H (2.555, -0.202, -1.094)
H (2.387, -1.454, 1.484)
H (3.802, -1.753, 0.557)
H (2.095, -2.811, 0.378)
H (0.390, -0.903, 2.009)
H (-1.299, 0.346, 2.526)
H (-2.473, 3.586, 0.573)
H (-2.212, 3.181, 2.306)
H (-3.263, 2.139, 1.328)
H (-0.562, 3.523, -0.330)
H (1.488, 1.728, -1.322)
N (-3.840, -1.139, 0.025)
C (-4.696, -2.050, -0.371)
C (-4.345, -2.438, -1.723)
C (-3.193, -1.659, -2.082)
N (-2.937, -0.867, -0.994)
H (-3.726, -0.720, 0.941)
H (-5.435, -2.380, 0.366)
H (-4.683, -3.229, -2.456)
H (-2.529, -1.800, -2.999)

Calculated values
**Net charge**: +4
**Orbital gap (alpha / beta)**: 4.50 / 6.11 eV
**E_HOMO (alpha / beta)**: -19.80 / -23.31 eV
**Multiplicity**: 6
**Calculated total energy**: -19534.8276 eV


ORCA calculation (ωB97M-V with the def2-TZVPD basis set) on C13H18N2O3S as an isolated structure.

Element x y z (Å)
C (0.843, 0.910, -4.783)
C (0.379, 1.453, -3.371)
H (1.219, 1.791, -2.747)
H (-0.402, 2.146, -3.449)
O (-0.309, 0.318, -2.852)
C (0.709, -0.672, -2.188)
O (2.030, -0.620, -2.278)
C (-0.246, -1.745, -1.384)
H (-0.023, -2.726, -1.892)
C (0.336, -1.818, 0.066)
N (-0.120, -0.827, 1.029)
C (-0.773, -1.133, 2.193)
H (-1.089, 0.008, 2.409)
H (0.107, -1.461, 2.940)
C (-1.931, -1.981, 1.928)
N (-1.147, -3.253, 1.367)
C (-0.136, -3.135, 0.434)
O (0.335, -4.282, 0.103)
H (-1.757, -4.015, 1.770)
H (-2.171, -2.263, 2.990)
H (-2.647, -1.571, 1.274)
C (1.020, 0.213, 1.016)
C (0.214, 1.631, 1.168)
C (-0.614, 2.098, 0.292)
C (-1.518, 3.405, 0.750)
C (-0.659, 3.958, 1.821)
S (0.549, 2.822, 2.198)
H (-0.864, 4.789, 2.463)
H (-1.880, 3.938, 0.081)
H (-1.051, 1.702, -0.652)
H (1.500, 0.207, 1.881)
H (1.368, 0.340, -0.038)
H (1.443, -1.959, 0.148)
H (-1.182, -1.479, -1.538)
H (-0.090, 0.453, -5.403)
H (1.137, 1.691, -5.165)
H (1.361, 0.131, -4.793)

Calculated values
**Net charge**: 0
**Orbital gap**: 9.34 eV
**E_HOMO**: -8.75 eV
**Multiplicity**: 1
**Calculated total energy**: -33720.9143 eV
**Energy above the lowest of the compared OMol25 structures with the same formula, charge and spin**: 273.4 kcal per mole


ORCA calculation (ωB97M-V with the def2-TZVPD basis set) on a 5-piece molecular cluster, C13H18N2O9 overall.

Element x y z (Å)
C (-1.794, -0.273, 0.098)
C (-0.501, -1.086, 0.263)
N (0.486, -1.744, 0.402)
H (-2.546, -0.852, 0.633)
H (-2.230, -0.407, -0.892)
H (-1.894, 0.686, 0.607)
C (-0.101, 2.825, 4.992)
C (-0.965, 2.271, 3.990)
N (-1.636, 1.728, 3.208)
H (-0.205, 2.266, 5.923)
H (-0.306, 3.866, 5.241)
H (0.880, 2.777, 4.520)
C (-5.067, 2.468, 1.855)
C (-5.328, 3.951, 1.641)
O (-4.513, 4.171, 0.546)
C (-4.148, 3.070, -0.042)
O (-3.436, 3.108, -1.006)
O (-4.505, 2.044, 0.689)
H (-6.033, 1.981, 1.988)
H (-4.556, 2.341, 2.809)
H (-4.985, 4.407, 2.570)
H (-6.369, 4.244, 1.506)
C (1.048, -3.566, -2.243)
C (2.036, -4.213, -1.342)
O (3.059, -4.607, -2.246)
C (2.626, -4.620, -3.560)
O (3.313, -5.010, -4.494)
O (1.415, -4.197, -3.544)
H (1.157, -2.484, -2.185)
H (0.058, -3.920, -1.956)
H (1.726, -5.098, -0.785)
H (2.370, -3.543, -0.550)
C (4.215, -0.985, -2.526)
C (3.421, -0.733, -1.290)
O (4.039, 0.515, -0.867)
C (4.749, 1.094, -1.822)
O (5.379, 2.140, -1.692)
O (4.760, 0.260, -2.813)
H (3.617, -1.229, -3.403)
H (5.044, -1.640, -2.255)
H (3.357, -1.455, -0.476)
H (2.366, -0.550, -1.493)

Calculated values
**Net charge**: +1
**Orbital gap (alpha / beta)**: 8.56 / 2.00 eV
**E_HOMO (alpha / beta)**: -12.73 / -12.73 eV
**Multiplicity**: 2
**Calculated total energy**: -35167.1937 eV


ORCA calculation (ωB97M-V with the def2-TZVPD basis set) on C13H19AsF6NO5S2Tl as an isolated structure.

Element x y z (Å)
Tl (-1.011, -0.099, 0.194)
C (3.219, -4.266, -0.286)
C (2.390, -3.480, 0.691)
C (2.501, -2.098, 0.760)
C (1.680, -1.363, 1.605)
C (0.738, -2.014, 2.390)
C (0.646, -3.402, 2.366)
C (1.467, -4.121, 1.517)
S (-0.396, -1.048, 3.358)
O (-0.015, 0.333, 3.155)
O (-0.426, -1.594, 4.691)
N (-1.835, -1.187, 2.617)
C (-2.492, -2.364, 2.691)
C (-2.280, -3.398, 1.105)
O (-2.611, -4.516, 1.400)
O (-1.866, -2.729, 0.185)
H (4.083, -3.693, -0.617)
H (2.629, -4.507, -1.172)
H (3.563, -5.205, 0.152)
H (3.208, -1.578, 0.128)
H (1.761, -0.285, 1.644)
H (-0.065, -3.919, 2.996)
H (1.376, -5.200, 1.482)
H (-3.569, -2.283, 2.549)
H (-2.207, -3.081, 3.460)
F (1.485, 0.490, -1.179)
As (2.722, 0.771, -2.411)
F (1.453, 0.823, -3.605)
F (2.533, 2.487, -2.164)
F (3.915, 1.058, -3.628)
F (3.938, 0.725, -1.171)
F (2.867, -0.945, -2.620)
C (-3.220, 4.986, -1.142)
C (-3.170, 4.073, -2.357)
S (-2.228, 2.541, -2.137)
O (-2.688, 1.972, -0.820)
C (-0.541, 3.163, -1.882)
C (-0.220, 3.618, -0.465)
H (-4.091, 5.638, -1.197)
H (-2.334, 5.613, -1.075)
H (-3.298, 4.391, -0.232)
H (-2.753, 4.555, -3.244)
H (-4.167, 3.712, -2.614)
H (-0.388, 3.941, -2.633)
H (0.090, 2.321, -2.166)
H (-0.458, 4.666, -0.299)
H (0.843, 3.468, -0.285)
H (-0.776, 3.031, 0.267)

Calculated values
**Net charge**: -1
**Orbital gap (alpha / beta)**: 7.62 / 7.94 eV
**E_HOMO (alpha / beta)**: -5.44 / -6.86 eV
**Multiplicity**: 2
**Calculated total energy**: -129029.8968 eV
**Energy above the lowest of the compared OMol25 structures with the same formula, charge and spin**: 1.4 kcal per mole


ORCA calculation (ωB97M-V with the def2-TZVPD basis set) on an isolated ion of composition C13H19BF8NO5 and charge -1.

Element x y z (Å)
C (2.013, 0.227, 2.804)
C (2.343, -1.233, 2.308)
C (2.343, -1.218, 0.734)
O (1.067, -0.719, 0.344)
N (0.731, -0.945, -0.993)
B (0.081, -2.258, -1.239)
C (0.870, -3.671, -1.279)
O (-1.323, -2.350, -1.452)
C (1.727, -0.552, -1.976)
C (2.272, 0.916, -1.860)
C (1.319, 1.962, -1.203)
O (-0.056, 1.819, -1.531)
C (-0.801, 2.376, -0.467)
C (-2.289, 1.882, -0.689)
F (-2.829, 2.633, -1.696)
F (-2.188, 0.607, -1.160)
C (-3.115, 1.945, 0.648)
F (-4.326, 2.503, 0.326)
F (-2.559, 2.805, 1.572)
C (-3.306, 0.552, 1.337)
F (-4.179, -0.186, 0.590)
F (-2.131, -0.110, 1.506)
C (-3.957, 0.658, 2.772)
F (-4.454, -0.574, 3.123)
F (-5.016, 1.518, 2.796)
C (1.045, -0.677, -3.412)
O (0.004, -0.092, -3.712)
O (1.664, -1.395, -4.281)
H (2.136, 0.321, 3.908)
H (2.675, 0.990, 2.337)
H (0.966, 0.522, 2.570)
H (3.332, -1.502, 2.731)
H (1.517, -1.904, 2.628)
H (3.137, -0.471, 0.456)
H (2.630, -2.200, 0.303)
H (0.315, -4.445, -1.848)
H (1.105, -4.002, -0.234)
H (1.854, -3.489, -1.775)
H (-1.777, -2.504, -0.609)
H (2.618, -1.233, -2.054)
H (3.253, 0.918, -1.326)
H (2.497, 1.255, -2.900)
H (1.674, 2.981, -1.527)
H (1.515, 1.933, -0.097)
H (-0.740, 3.490, -0.490)
H (-0.495, 1.970, 0.526)
H (-3.160, 0.946, 3.493)

Calculated values
**Net charge**: -1
**Orbital gap**: 6.38 eV
**E_HOMO**: -3.89 eV
**Multiplicity**: 1
**Calculated total energy**: -47932.6468 eV
**SMILES string**: CCCON(B(C)O)[C@H](CCOCC(F)(F)C(F)(F)C(F)(F)C(F)F)C(=O)[O-]